Computed, not measured: a structure of composition C2H5IS in a non-equilibrium geometry, with ωB97M-V/def2-TZVPD.

## Properties
calculated total energy	-21090.569	eV
E_HOMO	-8.61	eV
lowest unoccupied orbital energy	0.0096	Eh
energy above the lowest of the compared OMol25 structures with the same formula, charge and spin	5.8	kJ/mol

Each line ends with the Mulliken charge.
Positions of all 9 atoms, in Å:
S (-0.774, -0.907, 0.398)  -0.010
C (-1.151, 0.851, -0.123)  -0.751
H (-2.198, 1.107, 0.100)  0.346
I (-0.744, 0.890, -2.265)  0.054
C (1.056, -0.881, 0.362)  -0.747
H (1.405, -1.860, 0.677)  0.282
H (1.466, -0.110, 1.052)  0.257
H (1.406, -0.621, -0.628)  0.258
H (-0.467, 1.531, 0.427)  0.310